<one>
A 2-piece molecular cluster, C4H10NS overall. Source: the OMol25 dataset; level of theory: ωB97M-V/def2-TZVPD.

Structure (XYZ):
```
16
Properties=species:S:1:pos:R:3:lowdin_charge:R:1
C -1.77732 0.42286 0.03554 -0.255
C -0.74107 0.90401 1.03510 -0.469
C 0.80124 2.35745 0.04645 -0.416
N -0.28424 2.26580 0.68848 -0.079
H -1.90621 -0.65656 0.09280 0.027
H -2.72296 0.96632 0.15593 0.034
H -1.45610 0.61065 -0.98687 0.019
H 0.12543 0.23982 0.99000 0.025
H -1.15491 0.96656 2.04783 0.040
H 1.41954 1.50425 -0.24916 -0.007
H 1.13977 3.36278 -0.22630 -0.068
C 1.35380 -2.71916 -0.68277 -0.768
S 0.76332 -1.08373 -1.26471 0.040
H 0.53999 -3.27016 -0.20287 -0.038
H 1.74212 -3.29550 -1.52337 -0.049
H 2.15760 -2.57540 0.04392 -0.038
```

Output
Charge = -2
Gap between HOMO and LUMO (spin up / spin down) = 2.223 / 6.086 eV
Highest occupied orbital energy (spin up / spin down) = 4.48 / 0.58 eV
Multiplicity = 2

***

<two>
A 2-piece molecular cluster, C4H10NS overall. Source: the OMol25 dataset; level of theory: ωB97M-V/def2-TZVPD.

Structure (XYZ):
```
16
Properties=species:S:1:pos:R:3:lowdin_charge:R:1
C 3.08348 1.68722 -1.72403 -0.556
C 1.97350 0.97384 -1.46088 -0.380
N 1.48089 0.69130 -0.21083 -0.116
C 0.50600 -0.36302 0.04889 -0.199
H 3.74078 2.04140 -0.94059 -0.092
H 3.34201 1.90203 -2.75702 -0.105
H 1.34875 0.59469 -2.26044 0.080
H 1.96061 1.09382 0.57411 0.078
H -0.24316 -0.01649 0.75188 -0.022
H -0.00426 -0.61427 -0.87905 0.043
H 0.98595 -1.27849 0.41241 0.055
C -3.70937 -1.37298 1.78625 -0.767
S -2.67215 -0.86171 0.38019 0.077
H -4.76411 -1.15618 1.59459 -0.037
H -3.61471 -2.45062 1.96494 -0.033
H -3.41422 -0.87054 2.71958 -0.025
```

Output
Charge = -2
Gap between HOMO and LUMO (spin up / spin down) = 2.287 / 6.435 eV
Highest occupied orbital energy (spin up / spin down) = 3.89 / -0.26 eV
Multiplicity = 2

***

Quick one: most stable of them? <two>